Entry 1:
ORCA calculation (ωB97M-V with the def2-TZVPD basis set) on C4H9NS as an isolated structure.

```
15
Properties=species:S:1:pos:R:3:lowdin_spin:R:1
C 0.789 0.261 -0.535 0.17
C 0.498 -0.056 -1.810 0.02
C 0.817 2.273 0.908 0.00
N 0.656 1.644 -0.202 0.02
H 0.429 -0.510 0.452 0.04
H 0.246 0.791 -2.554 0.01
H 0.249 -1.073 -2.123 0.00
H 0.557 3.361 0.970 0.00
H 1.082 1.779 1.860 0.00
H 0.444 2.259 -0.965 0.00
C -1.210 -2.252 0.700 0.05
S -0.527 -0.907 1.774 0.67
H -2.286 -2.123 0.562 0.00
H -0.706 -2.252 -0.261 0.01
H -1.039 -3.193 1.225 0.01
```

Results
* LUMO (spin up / spin down): -5.4362 / -6.3217 eV
* charge: +1
* spin multiplicity: 2

***

Entry 2:
ORCA calculation (ωB97M-V with the def2-TZVPD basis set) on C5H8N2 as an isolated structure.

```
15
Properties=species:S:1:pos:R:3:mulliken_charge:R:1
C -2.138 -0.763 0.263 -1.12
C -1.024 -0.325 -0.638 0.17
C -0.227 0.868 -0.363 -0.62
N 0.475 0.011 0.540 -0.43
C 1.907 0.404 0.684 -0.43
C 2.392 -0.366 -0.438 0.41
N 2.596 -0.944 -1.419 -0.48
H -2.158 -0.166 1.175 0.31
H -1.998 -1.815 0.526 0.28
H -3.131 -0.699 -0.218 0.37
H -1.020 -0.769 -1.642 0.38
H 0.309 1.210 -1.264 0.35
H -0.680 1.666 0.206 0.30
H 2.110 1.497 0.549 0.24
H 2.325 0.160 1.686 0.26
```

Results
* LUMO (spin up / spin down): -0.1620 / -0.1382 eV

***

How do the records compare in strongest force on any atom? In the order shown, they have 3.2, 2.1 eV Å⁻¹.
How do the records compare in E? In the order shown, they have -16608.272, -8290.454 eV.
How do the records compare in energy relative to the best compared isomer or geometry (same formula, charge and spin)? In the order shown, they have 52.8, 438.2 kJ/mol.